Entry w
# CH2O2S3

An isolated molecule of CH2O2S3 (ωB97M-V/def2-TZVPD, the OMol25 dataset).

Each line ends with the Mulliken charge.
Cartesian coordinates (Å):
1 S -0.55105 0.45507 -1.42343  0.134
2 S 0.68935 -1.54347 0.36742  -0.239
3 S -0.83269 0.98314 1.40485  0.166
4 O -0.72909 -0.05147 2.62356  -0.445
5 O 0.73464 0.36478 -2.46862  -0.460
6 C -0.09529 -0.12481 0.07366  0.128
7 H 0.23248 -0.22753 2.87742  0.359
8 H 0.55165 0.14430 -3.45485  0.357

Properties
Gap between HOMO and LUMO ... 0.295 Ha
E_HOMO ... -8.918 eV
SMILES string ... OSC(=S)SO
LUMO energy ... -0.8998 eV

=====

Entry x
# CH2O2S3

A cluster of 2 separate species, CH2O2S3 in total (ωB97M-V/def2-TZVPD, the OMol25 dataset).

Each line ends with the Mulliken charge.
Cartesian coordinates (Å):
1 S 1.01276 1.08811 0.11268  -0.163
2 S -1.40298 0.08567 -1.51888  0.057
3 S 1.15086 0.01136 3.24425  0.022
4 O -1.32242 0.80821 -3.08945  -0.438
5 O 1.47412 -1.60930 3.27664  -0.382
6 C 0.01065 0.67466 -1.05090  0.241
7 H 1.35609 -1.83448 2.35176  0.358
8 H -2.27908 0.77576 -3.32609  0.306

Properties
Gap between HOMO and LUMO (alpha / beta) ... 0.298 / 0.218 Ha
E_HOMO (alpha / beta) ... -9.332 / -7.663 eV
LUMO energy (alpha / beta) ... -1.2292 / -1.7202 eV

=====

Stability summary - winner: entry w; margin: 0.0790 hartree.

=====

Entry w
# C3H12N3O

A cluster of 2 separate species, C3H12N3O in total (ωB97M-V/def2-TZVPD, the OMol25 dataset).

Each line ends with the Mulliken charge.
Cartesian coordinates (Å):
1 O -2.24112 0.46025 -0.24335  -0.538
2 N -1.25734 -1.58898 0.25476  -0.155
3 N -0.09096 0.36949 0.63420  0.259
4 N 1.10930 -0.33863 0.79772  -0.620
5 C -1.02085 -0.20952 -0.11252  -0.077
6 C 1.94336 -0.49946 -0.47607  -0.683
7 C 0.05966 1.81798 0.31709  -1.249
8 H 1.68018 0.22793 -1.23871  0.247
9 H 3.00561 -0.68867 -0.33641  0.367
10 H -1.98438 -1.52438 0.86721  0.331
11 H -0.70241 2.34496 0.78293  0.405
12 H -0.40106 -0.26892 -1.77415  0.192
13 H 1.01535 2.19509 0.66635  0.368
14 H 1.60016 -1.61472 -0.75783  0.222
15 H -2.23169 1.39285 -0.61600  0.380
16 H -0.03017 1.93212 -0.76941  0.462
17 H 1.68364 0.14857 1.51663  0.318
18 H -1.58411 -2.21327 -0.49974  0.382
19 H -0.55318 -1.94271 0.98732  0.391

Properties
Gap between HOMO and LUMO ... 0.353 Ha
Total charge ... +1
E_HOMO ... -12.950 eV
LUMO energy ... -3.3570 eV

=====

Entry x
# C3H12N3O

A cluster of 2 separate species, C3H12N3O in total (ωB97M-V/def2-TZVPD, the OMol25 dataset).

Each line ends with the Mulliken charge.
Cartesian coordinates (Å):
1 O -1.63563 -0.22157 1.59548  -0.490
2 N 1.42111 0.81814 -1.28181  -0.221
3 N 1.29989 0.93121 0.99423  -0.316
4 N 1.19285 -1.13670 -0.00068  -0.463
5 C 1.26825 0.29623 -2.63224  -0.897
6 C 1.24543 0.20199 -0.11917  0.721
7 C -3.06361 -0.37208 1.70014  -0.575
8 H -3.29472 -1.42958 1.48620  0.266
9 H 1.17622 1.79130 -1.25287  0.242
10 H 0.47240 -1.51740 0.60383  0.296
11 H 1.39193 0.35768 1.81700  0.246
12 H 0.32159 0.57083 -3.07702  0.286
13 H -3.41599 -0.09630 2.68502  0.257
14 H 2.13223 0.60020 -3.23715  0.304
15 H -1.23944 -0.35786 2.46075  0.289
16 H 1.59157 -0.75140 -2.67151  0.376
17 H -3.49963 0.00542 0.77621  0.240
18 H 1.16315 -1.60884 -0.88221  0.230
19 H 1.47241 1.91873 1.03580  0.209

Properties
Gap between HOMO and LUMO ... 0.391 Ha
Total charge ... +1
E_HOMO ... -13.581 eV
LUMO energy ... -2.9358 eV

=====

Stability summary - winner: entry x; margin: 0.1804 hartree.

=====

Entry w
# C8H14NP

An isolated molecule of C8H14NP (ωB97M-V/def2-TZVPD, the OMol25 dataset).

Each line ends with the Mulliken charge.
Cartesian coordinates (Å):
1 P -0.42818 -0.11465 -0.47760  0.932
2 N 1.00907 -0.55733 0.54548  0.059
3 C -0.94528 2.51873 -0.44935  -0.114
4 C -0.37891 -1.54290 -1.83337  -1.365
5 C -1.92495 -0.02740 0.37975  -0.864
6 C -0.20269 1.52303 -0.94192  -0.997
7 C 1.99313 -1.56406 0.32811  -1.096
8 C -2.63090 1.12664 0.47945  -0.012
9 C -2.20743 2.38109 0.15577  -0.307
10 C 1.50321 0.45213 1.35768  -1.302
11 H -2.91862 3.21706 0.56600  0.207
12 H -0.71119 3.55785 -0.66983  0.327
13 H -3.56613 0.98996 0.99358  0.286
14 H 0.53799 1.68948 -1.65605  0.480
15 H -2.56533 -0.90387 0.61521  0.290
16 H 1.40822 0.10476 2.37146  0.341
17 H 2.53758 -1.62579 1.35089  0.404
18 H 0.70046 -1.74354 -2.09993  0.332
19 H 1.01402 1.39096 1.32984  0.404
20 H 1.57529 -2.49504 0.09780  0.364
21 H -0.80284 -2.36622 -1.44584  0.444
22 H 2.81796 -1.26794 -0.40343  0.267
23 H 2.49136 0.64946 1.08954  0.464
24 H -0.88516 -1.23182 -2.64552  0.458

Properties
Gap between HOMO and LUMO ... 0.294 Ha
E_HOMO ... -7.135 eV
SMILES string ... CN(C)[P@]1(C)=CC=CC=C1
LUMO energy ... 0.8653 eV

=====

Entry x
# C8H14NP

An isolated molecule of C8H14NP (ωB97M-V/def2-TZVPD, the OMol25 dataset).

Each line ends with the Mulliken charge.
Cartesian coordinates (Å):
1 P 3.04986 -0.12861 -0.06965  0.033
2 N -0.47204 1.52331 -0.01582  -0.562
3 C -1.38096 0.59146 -0.52424  0.577
4 C 1.40987 2.23966 1.16573  -1.248
5 C -0.94907 -0.78666 -0.07462  -1.353
6 C 0.76346 -2.64794 -0.25152  -1.412
7 C 0.48951 -1.15071 -0.51221  0.540
8 C 0.69556 1.20553 0.31445  0.247
9 C -2.72210 1.05341 -0.10047  -1.490
10 C 1.35280 -0.01292 -0.01111  0.289
11 H 1.67270 -3.23953 -0.62287  0.359
12 H 0.53793 -0.98922 -1.59661  0.224
13 H -2.58819 2.02477 0.52084  0.313
14 H -1.08250 -0.69667 0.98648  0.420
15 H -1.62216 -1.46589 -0.56676  0.375
16 H 1.12071 2.07068 2.21840  0.224
17 H 2.48739 2.13829 0.86963  0.366
18 H 3.18059 -1.31780 -0.61171  -0.071
19 H -0.07695 -3.11148 -0.68833  0.396
20 H 0.74099 -2.91019 0.82700  0.324
21 H -3.29075 0.41959 0.48695  0.427
22 H -3.23826 1.33670 -0.97289  0.326
23 H 1.25415 3.27071 0.85273  0.328
24 H -1.33255 0.58351 -1.62341  0.369

Properties
Gap between HOMO and LUMO ... 0.306 Ha
E_HOMO ... -8.769 eV
SMILES string ... [H]/P=C1/C(C)=N[C@H](C)C[C@@H]1C
LUMO energy ... -0.4412 eV

=====

Stability summary - winner: entry x; margin: 0.0101 hartree.